Record 1
{"formula": "C35H50F3NO7S", "method": "ωB97M-V/def2-TZVPD", "gap_ev": 7.15, "homo_energy_ev": -7.61, "smiles": "C#CCCCc1ccc2c(c1)Sc1cc(CCC(F)=C(F)F)cc(COC)c1N2.COCCOCCOC.COCCOCCOC", "charge": 0, "symbols": ["C", "C", "C", "C", "C", "C", "C", "C", "C", "C", "C", "S", "C", "C", "C", "C", "C", "C", "F", "C", "F", "F", "C", "C", "C", "O", "C", "C", "N", "H", "H", "H", "H", "H", "H", "H", "H", "H", "H", "H", "H", "H", "H", "H", "H", "H", "H", "H", "H", "H", "H", "C", "O", "C", "C", "O", "C", "C", "O", "C", "H", "H", "H", "H", "H", "H", "H", "H", "H", "H", "H", "H", "H", "H", "C", "O", "C", "C", "O", "C", "C", "O", "C", "H", "H", "H", "H", "H", "H", "H", "H", "H", "H", "H", "H", "H", "H"], "xyz": [[0.45839, 0.68915, 5.50990], [0.10969, -0.15763, 4.63574], [-0.40037, -0.88149, 3.31316], [-0.68777, 0.16365, 2.12523], [-1.46438, -0.50137, 0.84583], [-1.12717, 0.45600, -0.39198], [-0.17781, -0.13423, -1.46552], [0.25754, 0.69008, -2.70638], [-0.29116, 2.12150, -2.78037], [-1.24187, 2.71173, -1.70093], [-1.68763, 1.90267, -0.48804], [-1.73144, 4.48119, -2.01680], [-0.11051, 5.18463, -2.60655], [0.38674, 6.55666, -2.16354], [1.76223, 7.00404, -2.68384], [2.40557, 8.40829, -2.26079], [1.38613, 9.63634, -2.39657], [1.75921, 10.61002, -3.63175], [2.57734, 10.18208, -4.72489], [1.23723, 11.93930, -3.59100], [-0.17608, 12.04949, -3.58801], [2.03906, 13.09402, -3.52623], [2.56827, 6.06597, -3.60548], [2.04606, 4.67625, -4.06615], [3.00467, 3.82635, -5.00677], [3.13809, 2.43831, -4.63633], [3.74518, 2.27439, -3.33725], [0.68078, 4.23288, -3.54949], [0.11857, 2.93753, -3.92948], [0.70661, 1.41440, 6.34426], [-1.32788, -1.47698, 3.59541], [0.40924, -1.62912, 2.98759], [0.33052, 0.59874, 1.82155], [-1.35295, 1.01442, 2.48731], [-0.99020, -1.51478, 0.64638], [-2.59047, -0.52314, 0.99131], [0.24569, -1.19084, -1.38866], [0.96409, 0.26506, -3.50320], [-2.38230, 2.35733, 0.28639], [-0.26188, 7.18164, -1.45535], [2.81208, 8.30893, -1.18830], [3.28799, 8.57715, -2.95687], [0.30718, 9.30800, -2.54488], [1.47187, 10.27295, -1.44994], [3.59719, 6.46549, -3.91950], [2.53914, 3.83213, -6.06200], [4.04245, 4.30120, -5.12267], [3.17166, 2.74869, -2.47700], [4.86019, 2.57248, -3.35004], [3.74974, 1.14052, -3.12818], [0.70976, 2.42438, -4.59336], [-7.14111, -5.32832, 0.95068], [-6.02290, -5.22719, 1.81305], [-4.83265, -4.84744, 1.12951], [-3.96937, -3.94627, 2.00366], [-4.46174, -2.61039, 2.12551], [-5.64524, -2.43452, 2.90846], [-5.44300, -2.67908, 4.39987], [-5.36785, -4.07454, 4.67254], [-4.53158, -4.37457, 5.77222], [-7.02405, -6.17535, 0.26899], [-8.02959, -5.48471, 1.56512], [-7.28009, -4.40109, 0.38452], [-5.06364, -4.33239, 0.19218], [-4.28285, -5.76957, 0.90247], [-2.99300, -3.84988, 1.51653], [-3.78106, -4.38637, 2.98274], [-6.46995, -3.02380, 2.50706], [-5.92132, -1.38382, 2.77828], [-6.30064, -2.28242, 4.95527], [-4.53331, -2.16540, 4.73068], [-3.54085, -3.92390, 5.64873], [-4.40653, -5.45778, 5.81747], [-4.99002, -4.02795, 6.70627], [0.43906, -4.36650, 1.08950], [1.81756, -4.07178, 1.21123], [2.43349, -4.75232, 2.30143], [3.86196, -5.15120, 1.95314], [3.95324, -6.26171, 1.05897], [3.56480, -6.02723, -0.29662], [4.51450, -5.11418, -1.06442], [4.31885, -3.75548, -0.68469], [5.50415, -2.98866, -0.75847], [-0.11879, -3.94014, 1.92866], [0.07834, -3.92153, 0.15969], [0.28059, -5.44858, 1.02997], [1.86441, -5.64375, 2.58185], [2.44617, -4.05702, 3.15018], [4.34648, -5.48453, 2.87653], [4.44446, -4.30502, 1.58961], [2.53258, -5.68043, -0.35268], [3.58940, -7.01058, -0.77562], [4.30495, -5.18772, -2.13782], [5.54752, -5.42841, -0.87872], [6.31560, -3.46196, -0.19539], [5.30575, -2.01372, -0.30980], [5.80294, -2.84723, -1.80431]], "forces_ev_per_a": [[-1.194, -2.536, -2.280], [0.585, 3.033, 1.192], [0.487, 0.288, 1.067], [-0.305, -0.285, 0.193], [1.434, 1.665, -0.177], [0.752, 0.583, -2.122], [-0.979, 3.375, -0.923], [-2.579, 1.484, 3.365], [-0.261, -2.214, 1.540], [1.568, -2.382, -0.255], [2.785, -1.590, -3.015], [1.635, -0.828, -0.104], [2.245, -0.003, -0.871], [1.902, -2.509, -2.135], [-0.844, -2.427, -0.937], [-0.327, -1.056, -0.481], [0.078, 0.211, -0.925], [-1.369, 1.395, 0.000], [-0.414, 1.165, 3.043], [1.048, -2.010, -0.562], [3.402, 0.846, 1.388], [-2.708, -2.118, -1.302], [-2.963, -0.457, 1.313], [-0.667, 2.590, 2.309], [-0.844, 0.469, -0.746], [0.023, 1.094, 0.875], [0.756, -1.471, 0.524], [1.486, 2.683, 0.382], [0.079, 1.064, 2.213], [-0.408, -1.538, -1.632], [1.083, 0.775, -0.433], [-1.188, 1.095, 0.429], [-1.632, -0.616, 0.225], [1.039, -1.041, -0.241], [-0.951, 1.135, 0.153], [1.496, -0.329, 0.050], [-0.844, 1.637, 0.159], [-1.225, 0.806, 1.359], [1.088, -0.760, -1.143], [1.177, -1.057, -1.204], [-0.747, 0.343, -1.611], [-1.031, -0.168, 0.992], [1.387, 0.162, 0.398], [-0.266, -0.842, -1.498], [-1.710, -0.924, 0.342], [0.717, -0.197, 1.553], [-1.467, -0.403, 0.499], [0.697, -0.230, -1.249], [-1.728, -0.038, 0.037], [-0.113, 1.711, -0.415], [-0.195, 0.321, 0.658], [0.138, -0.054, 0.285], [-0.142, 0.329, -0.230], [-0.031, -0.234, 0.555], [0.053, 0.137, -0.266], [-0.103, -0.225, 0.143], [0.165, 0.204, 0.094], [-0.313, -0.432, -0.255], [0.404, 0.099, -0.051], [-0.280, -0.055, -0.070], [-0.090, 0.036, -0.152], [0.140, -0.063, 0.013], [0.010, -0.049, -0.119], [-0.021, 0.057, 0.002], [0.188, 0.123, -0.156], [-0.102, 0.089, -0.078], [-0.242, -0.131, 0.010], [0.045, -0.183, 0.191], [0.145, -0.019, 0.021], [0.036, 0.265, -0.027], [0.015, -0.007, -0.020], [0.002, 0.082, 0.082], [-0.124, 0.076, -0.025], [0.183, 0.007, 0.046], [0.319, 0.177, -0.082], [-0.204, -0.316, -0.092], [0.268, 0.451, -0.260], [-0.068, -0.254, 0.152], [-0.114, 0.293, -0.115], [0.257, -0.141, 0.023], [-0.510, 0.257, 0.117], [0.295, -0.102, 0.247], [-0.269, 0.019, -0.112], [-0.179, -0.127, 0.050], [0.079, 0.054, 0.081], [-0.118, -0.006, 0.117], [-0.006, -0.044, -0.046], [0.082, -0.185, 0.175], [-0.104, -0.098, -0.068], [-0.219, 0.125, -0.108], [0.085, 0.251, -0.041], [0.116, 0.027, 0.087], [0.087, -0.242, -0.058], [-0.013, 0.000, 0.032], [0.067, -0.030, -0.082], [-0.086, -0.075, -0.088], [0.166, 0.011, 0.081]]}



Record 2
{"formula": "C35H51N6O3ReS2", "method": "ωB97M-V/def2-TZVPD", "gap_ev": [6.16, 4.44], "spin_multiplicity": 2, "homo_energy_ev": [-15.18, -15.18], "relative_energy_kj_mol": 236.4, "charge": 3, "symbols": ["Re", "C", "C", "N", "N", "C", "O", "C", "C", "C", "C", "C", "C", "C", "C", "C", "C", "C", "N", "H", "H", "H", "H", "H", "H", "H", "H", "H", "H", "H", "H", "O", "C", "C", "C", "C", "C", "C", "C", "C", "N", "H", "H", "H", "H", "H", "H", "H", "H", "H", "H", "H", "O", "S", "C", "C", "C", "C", "H", "H", "H", "H", "H", "H", "H", "H", "C", "C", "C", "C", "N", "C", "S", "N", "C", "C", "C", "C", "H", "H", "H", "H", "H", "H", "H", "H", "H", "H", "H", "H", "H", "H", "H", "H", "H", "H", "H", "H"], "xyz": [[0.03945, 0.85568, -0.60613], [-4.32619, 0.56272, -0.77744], [-2.89541, 0.87682, -0.99118], [-1.94026, 0.33716, -0.25744], [-2.21662, -0.31879, 0.85005], [-1.25703, -0.18117, 1.74826], [-0.21596, 0.51507, 1.42726], [-1.43363, -0.71449, 3.08524], [-0.42252, -0.56780, 4.04219], [-0.62570, -1.02198, 5.32917], [-1.83524, -1.60747, 5.68624], [-2.83712, -1.77086, 4.73376], [-2.63987, -1.33229, 3.44006], [-2.42250, 1.94025, -1.84067], [-3.21975, 2.64564, -2.74885], [-2.68399, 3.73085, -3.41916], [-1.35527, 4.06953, -3.18613], [-0.61491, 3.30968, -2.29364], [-1.12361, 2.28287, -1.61992], [-4.43662, 0.03145, 0.16519], [-4.91599, 1.47716, -0.75477], [-4.72075, -0.06465, -1.57721], [0.50696, -0.09611, 3.75975], [0.15964, -0.91227, 6.06090], [-2.00121, -1.91191, 6.70890], [-3.77328, -2.22699, 5.01538], [-3.40665, -1.43547, 2.68854], [-4.24183, 2.34709, -2.91767], [-3.28016, 4.30528, -4.11089], [-0.89381, 4.90191, -3.69205], [0.43046, 3.53094, -2.12818], [1.90425, 2.37805, -0.67995], [3.29146, 2.02908, -0.60749], [3.73226, 1.71126, 0.81519], [2.81935, 0.65645, 1.46269], [2.66904, -0.54083, 0.57001], [3.70424, -1.47688, 0.51886], [3.61802, -2.56799, -0.32556], [2.44688, -2.74011, -1.04971], [1.45190, -1.79057, -0.93578], [1.57092, -0.68470, -0.19170], [1.77079, 3.10214, -0.05032], [3.88911, 2.85927, -1.00138], [3.41329, 1.16868, -1.26805], [3.71878, 2.62136, 1.41840], [4.75986, 1.35037, 0.78547], [1.84255, 1.09569, 1.66989], [3.26258, 0.34575, 2.41110], [4.58182, -1.33621, 1.13373], [4.43747, -3.26665, -0.41578], [2.31377, -3.59124, -1.69598], [0.50810, -1.92098, -1.44931], [0.21902, 0.31124, -2.76986], [-0.62709, -0.74441, -3.49351], [-1.27237, 0.10072, -4.99132], [-0.86783, -0.77988, -6.16112], [0.56222, -1.22896, -5.88383], [0.59002, -1.73192, -4.44722], [-0.80920, 1.08598, -5.02394], [-2.35088, 0.19840, -4.89395], [-0.93841, -0.22996, -7.09864], [-1.53542, -1.64003, -6.22922], [1.24157, -0.38404, -5.99897], [0.86961, -2.01641, -6.57108], [1.55641, -1.63686, -3.95690], [0.25388, -2.76470, -4.37408], [-2.59529, -7.21516, 2.97311], [-3.62976, -6.61808, 2.02927], [-3.12549, -5.47459, 1.15645], [-2.00946, -5.86205, 0.17642], [-0.72632, -6.07084, 0.81175], [0.03475, -5.09697, 1.28365], [-0.35083, -3.45545, 0.98273], [1.13787, -5.34391, 1.98224], [1.67068, -6.63637, 2.37384], [2.49705, -6.52894, 3.65563], [1.64483, -6.41412, 4.92178], [0.94961, -5.07195, 5.10538], [-3.09644, -7.80067, 3.73837], [-2.01482, -6.43855, 3.46742], [-1.91917, -7.89328, 2.45586], [-4.46147, -6.22777, 2.61994], [-4.04177, -7.40899, 1.39987], [-2.76461, -4.65194, 1.78114], [-3.95883, -5.09246, 0.56534], [-1.89361, -5.05418, -0.55339], [-2.27025, -6.78168, -0.34574], [-0.49114, -7.02268, 1.05919], [1.67364, -4.54574, 2.29400], [2.30063, -7.01908, 1.56133], [0.85174, -7.34061, 2.54185], [3.18819, -5.68564, 3.58304], [3.09957, -7.43513, 3.72909], [2.30216, -6.57818, 5.77730], [0.90434, -7.21552, 4.93234], [1.67374, -4.25998, 5.11517], [0.42415, -5.06532, 6.05637], [0.21377, -4.87873, 4.32592]], "forces_ev_per_a": [[-0.277, 0.962, 0.837], [-0.193, 0.084, 0.177], [0.441, -0.794, 1.018], [0.895, 1.192, -2.297], [-0.559, -1.692, 1.890], [-1.884, 0.066, -1.292], [1.699, 0.625, -1.548], [0.137, -0.106, 0.622], [-0.191, -0.050, -0.422], [0.011, -0.076, 0.166], [0.066, 0.115, -0.188], [0.103, -0.042, 0.140], [0.203, 0.089, -0.183], [-0.128, 0.271, -0.634], [0.315, -0.311, 0.414], [0.390, 0.033, 0.098], [-0.144, -0.234, 0.062], [0.280, 0.643, -0.397], [-0.438, -0.081, 0.206], [-0.102, 0.052, -0.087], [-0.089, 0.006, 0.058], [0.025, -0.041, -0.101], [0.079, 0.060, 0.036], [0.027, 0.046, 0.115], [-0.010, -0.091, 0.042], [-0.107, -0.023, 0.003], [-0.138, -0.007, 0.007], [-0.111, -0.059, 0.067], [-0.086, 0.027, -0.063], [0.061, 0.082, 0.001], [-0.014, -0.008, 0.043], [-0.701, -0.421, 0.162], [1.125, -0.069, -0.006], [-0.349, -0.138, -0.215], [-0.016, 0.310, -0.100], [0.260, -0.018, 0.376], [-0.120, -0.127, -0.135], [-0.030, 0.220, 0.108], [-0.117, 0.051, 0.004], [0.184, -0.548, -0.257], [-0.343, 0.314, -0.196], [-0.225, 0.040, -0.111], [-0.173, -0.166, -0.062], [-0.003, 0.105, 0.006], [0.079, -0.019, 0.051], [0.097, 0.096, -0.056], [0.185, -0.186, 0.096], [-0.105, -0.013, -0.033], [0.008, 0.102, 0.048], [0.023, -0.060, 0.041], [-0.085, -0.130, -0.098], [0.090, 0.010, -0.007], [0.536, 0.446, 1.989], [-0.223, -0.235, -0.868], [-0.199, -0.285, 0.140], [0.135, -0.083, -0.084], [-0.035, 0.049, -0.122], [-0.207, 0.009, -0.037], [0.136, 0.018, 0.159], [-0.026, 0.084, 0.122], [-0.075, 0.011, 0.018], [-0.015, -0.026, -0.053], [0.060, -0.025, -0.020], [0.083, 0.050, 0.027], [-0.039, 0.080, 0.149], [-0.063, -0.085, 0.012], [-0.186, -0.044, -0.032], [-0.081, 0.199, 0.126], [0.099, -0.421, -0.237], [-0.827, 0.397, -0.191], [0.542, 0.017, 0.317], [0.507, -1.101, 0.258], [-0.268, 0.749, -0.099], [-0.254, 0.521, -0.177], [0.537, -0.573, -0.124], [-0.429, -0.177, 0.147], [0.228, 0.167, 0.004], [-0.060, -0.208, 0.034], [0.060, -0.080, 0.098], [0.119, 0.098, 0.143], [0.139, -0.113, -0.015], [-0.013, -0.069, -0.031], [-0.074, 0.034, -0.062], [0.001, 0.167, 0.112], [0.023, 0.094, -0.030], [0.047, -0.213, -0.062], [0.075, 0.033, -0.064], [0.072, 0.081, 0.059], [-0.209, 0.070, 0.070], [-0.166, -0.040, 0.034], [-0.035, 0.051, -0.033], [0.120, 0.028, -0.040], [0.057, 0.054, -0.120], [-0.054, -0.077, 0.000], [0.017, -0.108, 0.028], [0.070, 0.170, 0.000], [-0.061, 0.115, 0.077], [-0.107, 0.082, -0.028]]}